Entry 1:
{
  "formula": "C29H22Br2N2O6",
  "method": "ωB97M-V with the def2-TZVPD basis set",
  "max_force_ev_per_a": 4.36,
  "homo_lumo_gap_ev": 7.3,
  "total_charge": 0,
  "smiles": "C[C@H](Br)[C@H](Br)c1cnc2ccccc2n1.O=C1C=CC(=O)C=C1.O=C1C=CC(=O)C=C1.O=C1C=CC(=O)C=C1",
  "homo_ha": -0.3382,
  "symbols": ["C", "H", "Br", "C", "C", "C", "C", "H", "C", "O", "C", "O", "C", "H", "N", "H", "C", "H", "C", "C", "H", "C", "C", "C", "H", "H", "O", "C", "H", "H", "C", "O", "H", "O", "C", "H", "C", "Br", "H", "C", "C", "C", "O", "C", "C", "H", "H", "C", "C", "H", "C", "H", "H", "H", "H", "H", "N", "C", "C", "H", "C"],
  "coordinates": [[-2.56471, -1.06477, 5.66102], [1.39192, 0.68111, 0.61455], [-1.75841, 0.53820, 1.88714], [-3.93450, -5.46426, -3.85775], [-3.55843, -4.67198, -5.05080], [-1.43098, 0.65423, 7.64479], [6.56086, 1.97877, 2.17929], [6.15399, 0.82566, -1.56745], [-4.04349, -4.89673, -2.65778], [4.22758, 2.27808, 2.18704], [-0.01772, 0.30440, -1.08548], [-1.29207, 2.23740, 5.91027], [-2.20875, 0.16278, 5.28681], [-0.99485, 1.36510, 8.33536], [-0.49575, 0.65792, -2.30690], [-3.23987, -1.60116, -3.50071], [-2.13863, -0.53250, 0.25236], [-1.10188, 1.70631, -4.73923], [-0.25245, 2.22206, -4.21399], [1.49926, 4.05128, -4.18752], [1.98557, 4.90574, -4.71396], [5.21527, 1.95063, 1.56137], [0.36230, 3.34775, -4.89729], [7.54980, 1.17891, 0.08181], [-4.11324, -6.52034, -4.01610], [2.78432, 4.11273, -2.37440], [-3.89713, -2.93386, -1.36922], [0.18249, 1.73662, -2.86255], [-3.00076, -1.77555, 4.97005], [-0.01804, 3.64230, -5.90584], [-3.09816, 0.29605, -0.70336], [-3.45692, -5.18843, -6.14412], [-4.10366, 0.48790, -0.22733], [8.53844, 0.85119, -0.54322], [1.92333, 3.59107, -2.87605], [-3.23938, -0.25192, -1.67403], [-3.79518, -3.45029, -2.46564], [0.38901, -1.88670, 0.89304], [6.61187, 2.30379, 3.21098], [1.27779, 2.42524, -2.15667], [7.64425, 1.62125, 1.49198], [-3.41900, -2.65749, -3.65845], [-2.70393, -2.64853, 7.39514], [1.09789, 1.03857, -0.41231], [-2.38088, -1.52809, 7.05484], [-4.31659, -5.46043, -1.77463], [4.12931, 1.49354, -0.28426], [-3.30991, -3.22472, -4.85839], [-1.78707, -0.57343, 8.01872], [-3.03668, -2.66088, -5.74138], [6.20486, 1.15080, -0.53576], [8.63563, 1.63625, 1.92706], [-2.58492, 1.28496, -0.89580], [-1.66032, -0.92817, 9.03391], [-0.95768, -1.63747, -1.23295], [-2.33608, 0.51657, 4.26979], [1.80030, 2.09668, -0.90732], [-0.74508, -0.91234, -0.38886], [-1.61513, 1.11726, 6.25012], [-2.67857, -1.48751, 0.51875], [5.12077, 1.50846, 0.15133]],
  "atomic_forces_ev_per_a": [[0.0, 0.1, -0.2], [-0.3, 0.4, -1.3], [-0.4, -0.3, -0.9], [0.0, 0.0, 0.2], [0.0, -0.1, -0.3], [0.0, -0.1, 0.2], [0.2, 0.0, 0.0], [0.0, 0.0, 0.0], [0.0, -0.2, -0.1], [0.1, -0.1, -0.1], [0.4, 0.9, -0.2], [0.0, -0.1, 0.0], [-0.1, -0.1, 0.0], [0.0, 0.0, 0.0], [2.2, 0.5, 1.9], [0.0, 0.0, 0.0], [-0.5, -0.4, -0.7], [1.0, 0.4, 0.9], [1.2, 1.6, -0.4], [-1.1, -2.1, 1.2], [-0.3, -0.8, 0.8], [-0.2, 0.1, 0.1], [0.5, -1.6, 3.0], [0.2, -0.1, -0.2], [0.0, 0.0, 0.0], [-1.1, -0.7, -0.5], [0.1, 0.0, -0.1], [0.1, 1.0, -0.7], [0.0, 0.0, 0.0], [0.5, -0.2, 1.1], [0.9, 0.3, 0.3], [0.0, 0.1, 0.1], [1.2, -0.4, -0.4], [-0.1, 0.0, 0.1], [-1.1, -0.1, -1.6], [0.2, 0.5, 1.0], [0.0, 0.1, 0.2], [-0.4, 0.2, -0.6], [0.0, 0.0, 0.0], [0.7, 1.8, -2.1], [-0.1, 0.1, 0.2], [0.0, 0.0, -0.2], [0.0, 0.1, 0.0], [0.1, 0.0, 0.2], [-0.1, -0.3, 0.0], [0.0, 0.0, 0.0], [0.0, 0.1, 0.1], [0.0, 0.2, 0.1], [0.1, 0.2, 0.1], [0.0, 0.0, 0.0], [-0.2, 0.0, 0.0], [0.0, 0.0, 0.0], [-0.8, -1.0, 0.0], [0.0, 0.0, 0.0], [0.2, 0.7, 1.1], [0.0, 0.0, 0.3], [-3.4, -2.5, -1.2], [-0.6, 0.6, -1.4], [0.1, 0.2, -0.1], [0.8, 1.1, 0.1], [0.0, -0.1, -0.2]],
  "lowdin_charge": [0.02, 0.08, 0.74, 0.02, -0.39, 0.02, 0.02, 0.12, 0.02, 0.11, -0.26, 0.11, -0.01, 0.12, 0.14, 0.11, -0.71, 0.10, -0.02, -0.07, 0.09, -0.38, -0.06, -0.39, 0.12, 0.11, 0.10, -0.19, 0.12, 0.10, -0.14, 0.11, 0.09, 0.10, -0.01, 0.06, -0.38, 0.68, 0.12, -0.19, 0.02, 0.02, 0.10, -0.08, -0.39, 0.12, 0.09, 0.03, 0.02, 0.12, 0.02, 0.12, 0.07, 0.12, 0.10, -0.01, 0.11, -0.68, -0.38, 0.09, 0.02]
}

=====

Entry 2:
{
  "formula": "C29H22BrLiN3O2",
  "method": "ωB97M-V with the def2-TZVPD basis set",
  "max_force_ev_per_a": 0.74,
  "homo_lumo_gap_ev": 4.4,
  "total_charge": -1,
  "homo_ha": -0.1321,
  "symbols": ["C", "C", "C", "H", "H", "H", "C", "C", "Br", "C", "O", "C", "H", "H", "H", "H", "H", "H", "H", "C", "H", "C", "C", "H", "H", "H", "C", "H", "C", "C", "C", "C", "H", "C", "C", "O", "H", "H", "C", "C", "H", "C", "C", "C", "C", "C", "H", "Li", "H", "N", "N", "N", "C", "C", "C", "C", "C", "H"],
  "coordinates": [[0.73016, 0.91479, -0.52532], [-2.98681, -0.96104, -1.49978], [-1.11347, -1.60095, 3.52348], [-1.15393, 2.24163, 4.09731], [-0.11320, 5.40380, -1.31915], [3.10676, 1.48667, -1.23803], [2.41007, -0.57124, -1.17066], [0.11831, 2.74046, 1.60837], [6.97132, -1.59073, -1.88791], [0.01518, 4.41526, -1.74570], [-1.84876, -3.86645, -0.19073], [-0.76982, -0.80714, 2.40455], [-2.96221, -1.79306, -2.19221], [0.50708, 4.60196, 0.80071], [5.46212, 0.93577, -1.55865], [0.25880, 3.15714, 2.59811], [0.56471, 0.88379, -3.21866], [0.32917, -6.72828, 0.34675], [1.48518, 1.30904, 0.17801], [-2.90898, 1.06496, 0.31589], [-5.11798, -0.75242, -1.49294], [4.19418, -2.20393, -1.50244], [4.73407, 0.13813, -1.47843], [-0.21728, 5.08792, -3.76254], [-5.03896, 1.12786, 0.16535], [-1.27133, -6.15184, 0.88493], [-0.39001, 1.38063, 1.56059], [-1.36792, -1.73061, 5.64360], [0.38918, 1.88327, -2.83801], [0.14300, 2.96873, -3.66001], [0.22501, 3.32208, -0.89532], [-0.79933, 0.60977, 2.67313], [-0.86610, -6.10847, -0.82615], [-1.24657, 0.32246, 5.00854], [-1.24873, -1.07326, 4.78724], [0.15168, -4.71784, 0.35083], [0.10499, 2.83474, -4.73421], [-1.19099, -2.67528, 3.38716], [3.39162, 0.44167, -1.27626], [-0.45138, -5.98330, 0.17913], [4.51040, -3.23632, -1.58073], [-0.04093, 4.23867, -3.11484], [2.86729, -1.90906, -1.29483], [-1.76931, 0.40225, -0.14424], [-4.12937, 0.64899, -0.17562], [0.42764, 2.05435, -1.46189], [-2.83311, 1.86750, 1.03531], [-0.23716, -1.48547, 0.17067], [-1.42815, 0.70994, 6.00366], [-1.80374, -0.56548, -1.03758], [-0.48496, 0.78428, 0.35163], [1.07932, -0.36535, -0.98753], [0.28339, 3.56811, 0.54941], [5.13125, -1.17605, -1.59376], [-4.17937, -0.38697, -1.10075], [-1.05750, 1.17034, 3.95536], [-0.70281, -3.57154, 0.11937], [2.13832, -2.70490, -1.19424]],
  "atomic_forces_ev_per_a": [[-0.1, 0.0, 0.0], [0.0, 0.0, 0.0], [0.1, 0.1, -0.2], [0.0, 0.0, 0.0], [0.0, 0.0, 0.0], [0.0, 0.0, 0.0], [-0.2, 0.0, -0.1], [0.0, -0.3, 0.0], [0.0, 0.0, 0.0], [0.0, 0.0, -0.1], [-0.1, 0.0, 0.0], [-0.2, 0.2, 0.2], [0.0, 0.0, 0.0], [0.0, 0.0, 0.0], [0.0, 0.0, 0.0], [0.0, 0.0, 0.0], [0.0, 0.0, 0.0], [0.0, 0.0, 0.0], [0.0, -0.1, 0.0], [-0.1, 0.0, -0.1], [0.0, 0.0, 0.0], [0.0, 0.0, 0.0], [0.0, 0.0, 0.0], [0.0, 0.0, 0.0], [0.0, 0.0, 0.0], [0.0, 0.0, 0.0], [0.1, 0.3, 0.0], [0.0, 0.0, 0.0], [0.0, 0.0, 0.1], [0.0, 0.0, -0.1], [0.0, 0.0, 0.3], [0.0, -0.2, 0.0], [0.0, 0.0, 0.0], [0.0, -0.1, 0.1], [0.0, 0.1, 0.2], [-0.1, 0.3, 0.0], [0.0, 0.0, 0.0], [0.0, 0.0, 0.0], [0.1, 0.0, 0.0], [0.0, -0.1, 0.0], [0.0, 0.0, 0.0], [0.0, 0.0, 0.0], [0.1, 0.0, 0.0], [0.2, 0.0, 0.1], [0.0, 0.0, 0.0], [0.0, 0.0, -0.1], [0.0, 0.0, 0.0], [0.3, -0.7, 0.1], [0.0, 0.0, 0.0], [0.0, 0.0, 0.2], [-0.2, 0.5, -0.3], [0.1, 0.2, 0.1], [0.0, 0.1, -0.2], [0.0, 0.0, 0.0], [0.0, 0.0, 0.0], [0.0, -0.1, -0.2], [0.0, -0.3, -0.2], [0.0, 0.0, 0.0]],
  "lowdin_charge": [-0.32, -0.11, -0.12, 0.10, 0.11, 0.09, -0.32, 0.01, 0.63, -0.04, -0.14, 0.02, 0.12, 0.11, 0.09, 0.11, 0.12, 0.07, 0.15, 0.01, 0.10, -0.15, -0.17, 0.10, 0.10, 0.07, -0.19, 0.09, 0.00, -0.07, -0.16, -0.22, 0.07, -0.11, -0.09, -0.24, 0.10, 0.09, -0.04, -0.18, 0.09, -0.09, -0.02, -0.28, -0.06, -0.11, 0.12, 0.50, 0.09, 0.13, 0.01, 0.00, 0.01, -0.73, -0.06, -0.06, -0.40, 0.10]
}

=====

Entry 3:
{
  "formula": "C29H22Cl2CoN4O5",
  "method": "ωB97M-V with the def2-TZVPD basis set",
  "max_force_ev_per_a": 0.52,
  "s_squared": 4.24,
  "homo_lumo_gap_ev": [4.0, 6.0],
  "total_charge": -2,
  "homo_ha": [0.0181, -0.0569],
  "spin_multiplicity": 4,
  "symbols": ["O", "H", "C", "H", "C", "C", "O", "H", "H", "C", "C", "H", "H", "H", "C", "H", "C", "O", "C", "C", "H", "C", "C", "H", "C", "Cl", "H", "H", "H", "H", "C", "O", "C", "C", "H", "C", "O", "N", "C", "H", "C", "C", "H", "C", "C", "C", "N", "C", "Cl", "C", "H", "N", "C", "C", "H", "C", "H", "N", "C", "Co", "C", "H", "H"],
  "coordinates": [[-2.11081, 0.54034, -3.17942], [4.13393, 1.42121, -6.62241], [-1.85945, -4.59704, 2.33238], [-1.82632, -5.66925, 2.15758], [0.99178, 1.52521, -4.24801], [-3.61317, -4.99640, 4.09464], [-0.65966, -1.13797, -0.11893], [2.16477, 4.15337, 3.20295], [-1.01915, 0.01425, 3.26294], [3.42871, 2.52015, 1.39003], [-1.02722, -3.76591, 1.58728], [3.90384, 3.20729, -4.87805], [4.93721, 1.41786, 0.32513], [-4.00191, 2.77173, 0.73981], [-2.32265, 1.86993, -0.18410], [-3.67002, -5.99080, 3.64841], [-0.21077, 2.36158, 0.64257], [1.42530, -0.88148, -2.52114], [2.03960, 2.47422, -4.18623], [-0.96125, 0.82291, -2.97912], [-2.58000, 4.02900, 2.43731], [2.05886, 2.79881, 1.51335], [-1.07233, -2.39443, 1.80497], [0.93178, -4.00179, 0.73903], [3.26319, 1.46445, -5.98244], [1.94460, 3.72928, -2.98126], [-3.45552, -2.28508, 4.20020], [-2.24174, 0.15313, 2.02181], [-4.63068, -4.60604, 4.17109], [-3.23723, -5.11710, 5.11507], [-0.18061, -1.46527, 1.00620], [2.31519, -2.68732, -3.11894], [-0.09430, -4.31785, 0.54517], [-2.73346, -4.08605, 3.28114], [-0.12832, -5.40852, 0.52666], [-2.13277, 3.39128, 1.68477], [0.90147, -1.13388, 1.49842], [1.39837, -2.16551, -2.50689], [-2.76631, -2.70732, 3.47365], [3.23221, 0.34814, -1.20005], [2.25033, 0.52474, -6.10282], [-0.75152, 3.21941, 1.63559], [-0.26658, 4.50739, 3.30217], [1.50428, 3.66200, 2.49677], [-2.92199, 2.68335, 0.73538], [2.93744, 1.05501, -0.43220], [-0.98006, 1.69293, -0.26918], [0.16014, 3.85459, 2.54569], [-0.08815, -0.62828, -5.51827], [3.14098, 2.45225, -5.01377], [-0.34200, -3.93364, -0.44582], [-0.02892, 1.62859, -3.37725], [1.14758, 0.56705, -5.27441], [-1.99484, -0.36337, 2.95214], [4.12185, 2.99956, 2.07593], [1.17946, 2.16688, 0.60399], [2.30577, -0.26738, -6.83681], [1.65923, 1.30940, -0.35254], [-1.94669, -1.85148, 2.74999], [0.12150, 0.25188, -1.39358], [3.88800, 1.65669, 0.42918], [-2.89406, 1.30367, -0.90965], [-2.73692, -0.09038, 3.70391]],
  "atomic_forces_ev_per_a": [[-0.1, 0.1, 0.0], [0.0, 0.0, 0.0], [0.0, 0.0, 0.0], [0.0, 0.0, 0.0], [0.1, 0.1, 0.0], [-0.1, -0.1, 0.1], [-0.2, 0.0, -0.2], [0.0, 0.0, 0.0], [0.0, 0.0, 0.0], [-0.1, 0.2, 0.2], [0.1, 0.0, -0.1], [0.0, 0.0, 0.0], [0.0, 0.0, 0.0], [0.0, 0.0, 0.0], [0.4, -0.2, -0.2], [0.0, 0.0, 0.0], [0.0, 0.1, 0.1], [-0.1, 0.1, 0.1], [0.0, 0.1, 0.1], [-0.4, 0.0, 0.0], [0.0, 0.0, 0.0], [0.3, 0.1, 0.1], [-0.1, 0.1, 0.1], [0.0, 0.0, 0.0], [-0.1, 0.0, 0.0], [0.0, 0.0, 0.0], [0.0, 0.0, 0.0], [0.0, 0.0, 0.0], [0.0, 0.0, 0.0], [0.0, 0.0, 0.0], [0.3, -0.1, 0.0], [0.0, 0.0, 0.0], [0.0, 0.0, 0.0], [0.0, 0.1, 0.0], [0.0, 0.0, 0.0], [0.0, -0.1, -0.2], [0.0, 0.1, 0.1], [0.0, 0.1, 0.0], [0.0, -0.1, 0.0], [0.0, 0.0, 0.0], [0.1, 0.0, 0.0], [0.0, 0.0, 0.0], [0.0, 0.0, 0.0], [0.0, -0.1, -0.1], [-0.2, 0.2, 0.2], [0.1, 0.2, 0.2], [-0.3, 0.0, 0.0], [0.0, 0.1, 0.1], [0.0, 0.0, 0.0], [0.0, 0.0, 0.0], [0.0, 0.0, 0.0], [0.1, 0.0, -0.1], [-0.1, -0.1, 0.0], [0.0, 0.1, 0.0], [0.0, 0.0, 0.0], [0.2, -0.2, -0.2], [0.0, 0.0, 0.0], [-0.2, -0.1, -0.2], [0.0, -0.1, -0.1], [0.5, -0.1, 0.2], [-0.2, -0.2, -0.3], [-0.1, 0.0, 0.0], [0.0, 0.0, 0.0]],
  "lowdin_spin": [-0.15, 0.00, 0.00, 0.00, -0.01, 0.00, 0.04, 0.00, 0.00, 0.00, 0.00, 0.00, 0.01, 0.01, 0.08, 0.00, 0.06, 0.03, -0.02, -0.22, 0.01, 0.06, 0.00, 0.00, -0.03, 0.00, 0.00, 0.00, 0.00, 0.00, 0.00, 0.00, 0.00, 0.00, 0.00, 0.19, 0.00, 0.00, 0.00, 0.00, 0.00, 0.01, 0.00, 0.00, 0.11, 0.00, 0.22, 0.05, -0.01, 0.00, 0.00, -0.07, -0.02, 0.00, 0.00, 0.08, 0.00, 0.08, 0.00, 2.41, 0.06, 0.00, 0.00]
}